The following is a quantum chemistry calculation of a molecular structure, C44H63N7O4Ti, from OMol25.

XYZ file:
```
119
Properties=species:S:1:pos:R:3:forces:R:3:lowdin_spin:R:1
Ti -0.510 -1.301 0.188 -0.255 1.627 -0.060 0.51
O -0.581 -3.593 -3.222 -0.017 -0.150 -0.168 0.06
C -0.472 -3.238 -1.951 -0.556 0.742 -0.161 0.13
O -1.044 -2.185 -1.580 -0.014 -0.621 -0.581 0.01
C 0.210 -3.971 -0.939 0.330 -0.399 0.777 0.07
C 0.912 -5.181 -0.944 -0.180 0.139 -0.289 0.01
C 1.315 -5.704 0.265 0.101 -0.120 0.258 0.05
C 0.952 -5.076 1.471 0.089 -0.394 -0.156 0.02
C 0.292 -3.883 1.390 -0.251 0.455 -0.080 0.04
N 0.023 -3.302 0.216 0.269 -0.592 -0.276 0.08
C -0.334 -3.052 2.477 -0.195 0.127 -0.089 0.01
O -0.312 -3.343 3.648 0.057 -0.007 0.057 0.03
O -0.932 -2.007 1.938 -0.234 -0.715 0.683 0.00
H -0.202 -4.468 -3.359 0.076 -0.136 -0.106 0.00
H 1.126 -5.696 -1.874 -0.003 -0.024 0.086 0.00
H 1.877 -6.630 0.293 -0.067 0.056 -0.023 0.00
H 1.158 -5.524 2.435 -0.010 0.070 -0.056 0.00
C -2.310 0.646 -1.156 -0.161 0.010 0.200 0.00
C -2.114 1.960 -0.868 -0.147 0.042 -0.120 0.00
C -1.897 2.048 0.601 0.127 -0.010 0.060 -0.01
C -1.980 0.780 1.106 -0.438 0.097 0.027 0.00
C -2.351 -0.197 0.059 -0.001 -0.622 -0.040 -0.01
C -3.700 -1.040 0.248 -0.160 0.185 -0.076 0.00
C -3.585 -2.551 0.526 0.063 0.211 -0.013 0.00
C -4.555 -0.922 -1.026 0.026 0.067 -0.011 0.00
C -4.512 -0.439 1.406 0.012 0.072 -0.046 0.00
C -1.769 3.303 1.466 -0.059 0.044 -0.097 0.00
C -0.737 4.302 0.916 -0.069 0.012 0.015 0.00
C -1.284 2.964 2.866 -0.034 -0.105 0.049 0.00
C -3.155 3.955 1.653 -0.045 -0.039 -0.010 0.00
C -2.198 3.053 -1.948 0.220 0.012 -0.010 0.00
C -2.782 2.450 -3.234 -0.015 -0.046 0.037 0.00
C -0.799 3.625 -2.266 -0.090 0.105 -0.069 0.00
C -3.129 4.229 -1.614 -0.054 -0.034 -0.007 0.00
H -2.537 0.250 -2.131 0.064 0.013 -0.028 0.00
H -1.986 0.535 2.156 0.084 0.044 0.007 0.00
H -2.966 -3.060 -0.208 0.102 -0.066 -0.083 0.00
H -4.586 -2.986 0.465 0.036 0.025 0.001 0.00
H -3.209 -2.753 1.521 0.185 -0.045 0.165 0.00
H -4.058 -1.383 -1.886 -0.035 0.039 0.040 0.00
H -4.779 0.120 -1.265 -0.001 -0.078 -0.012 0.00
H -5.500 -1.446 -0.869 0.010 -0.002 -0.024 0.00
H -4.026 -0.627 2.368 -0.021 0.048 -0.058 0.00
H -5.504 -0.899 1.437 0.055 0.010 0.017 0.00
H -4.636 0.640 1.282 -0.017 -0.073 0.018 0.00
H 0.177 3.779 0.615 -0.038 0.057 0.025 0.00
H -0.476 5.024 1.694 -0.015 -0.022 -0.006 0.00
H -1.102 4.870 0.067 0.029 -0.009 0.151 0.00
H -0.288 2.538 2.812 0.080 -0.067 0.054 0.00
H -1.959 2.272 3.372 0.052 0.000 0.006 0.00
H -1.245 3.881 3.458 0.013 -0.036 0.024 0.00
H -3.707 4.077 0.727 0.024 -0.018 0.124 0.00
H -3.043 4.939 2.120 -0.009 -0.061 -0.017 0.00
H -3.763 3.332 2.316 0.038 0.038 -0.034 0.00
H -2.118 1.717 -3.684 -0.014 -0.062 0.056 0.00
H -2.950 3.244 -3.965 0.040 -0.022 -0.002 0.00
H -3.741 1.964 -3.035 0.029 0.048 -0.047 0.00
H -0.043 2.843 -2.226 0.073 -0.085 -0.089 0.00
H -0.507 4.398 -1.559 0.039 -0.110 -0.175 0.00
H -0.795 4.084 -3.260 0.013 -0.064 0.020 0.00
H -4.143 3.881 -1.394 0.072 0.034 0.003 0.00
H -3.187 4.882 -2.488 -0.005 -0.012 -0.001 0.00
H -2.777 4.839 -0.787 -0.078 -0.050 -0.085 0.00
C 0.960 1.564 4.765 -0.086 -0.066 -0.084 0.00
N 0.629 0.519 3.789 -0.075 0.115 0.117 0.00
C -0.557 -0.221 4.210 0.056 0.101 0.118 0.00
C 1.432 0.236 2.750 0.072 0.253 -0.178 0.00
N 1.104 -0.420 1.608 0.530 -0.015 -0.002 0.00
C 2.110 -1.391 1.327 0.256 0.060 0.130 0.00
C 2.625 -2.075 2.415 -0.070 -0.001 0.079 0.00
C 3.676 -2.995 2.333 -0.035 -0.009 0.102 0.00
C 4.194 -3.291 1.114 0.094 -0.042 -0.074 0.00
C 3.621 -2.734 -0.055 -0.104 -0.003 0.024 0.00
C 4.111 -3.220 -1.289 0.050 -0.062 -0.079 0.00
C 3.495 -2.876 -2.453 0.001 -0.058 -0.018 0.00
C 2.416 -1.986 -2.406 -0.100 0.056 -0.010 0.00
C 1.981 -1.356 -1.247 0.152 0.196 -0.250 0.00
N 0.919 -0.406 -1.421 0.351 -0.303 0.096 0.00
C 1.156 0.306 -2.550 0.019 0.143 0.128 0.00
N 0.322 0.468 -3.600 -0.132 -0.074 0.016 0.00
C -0.594 -0.567 -4.077 0.162 0.150 -0.020 0.00
C 0.508 1.525 -4.594 -0.042 -0.024 0.009 0.00
N 2.352 0.958 -2.682 0.120 0.015 -0.002 0.00
C 3.201 0.787 -3.854 -0.020 0.011 0.070 0.00
C 3.054 1.418 -1.504 0.047 -0.059 -0.114 0.00
C 2.558 -1.769 0.009 0.047 -0.045 0.011 0.00
N 2.712 0.740 2.905 0.005 -0.164 -0.028 0.00
C 3.496 1.117 1.749 0.016 -0.053 0.163 0.00
C 3.524 0.396 4.067 -0.091 0.064 -0.051 0.00
H 0.039 2.079 5.030 -0.023 -0.006 -0.011 0.00
H 1.658 2.282 4.353 0.072 0.026 -0.062 0.00
H 1.373 1.135 5.678 0.022 -0.022 0.006 0.00
H -1.361 0.486 4.414 0.029 0.023 0.011 0.00
H -0.338 -0.764 5.132 0.037 0.012 0.005 0.00
H -0.875 -0.919 3.463 -0.019 -0.090 -0.144 0.00
H 2.173 -1.900 3.385 0.027 0.000 -0.025 0.00
H 4.044 -3.474 3.233 -0.008 0.053 -0.047 0.00
H 5.014 -3.994 1.005 -0.096 0.056 -0.001 0.00
H 4.956 -3.901 -1.281 -0.117 0.034 0.014 0.00
H 3.812 -3.292 -3.403 0.004 0.037 0.054 0.00
H 1.881 -1.780 -3.327 0.057 0.049 0.026 0.00
H -0.089 -1.205 -4.809 0.023 0.032 -0.013 0.00
H -1.438 -0.098 -4.576 -0.034 0.065 0.020 0.00
H -0.953 -1.167 -3.267 -0.103 -0.047 0.202 0.00
H 1.151 2.313 -4.223 0.027 0.020 0.061 0.00
H -0.465 1.952 -4.827 -0.025 0.010 -0.012 0.00
H 0.923 1.119 -5.519 0.019 0.014 0.018 0.00
H 2.680 0.254 -4.643 -0.012 0.001 0.027 0.00
H 4.075 0.192 -3.571 -0.007 0.002 0.015 0.00
H 3.542 1.750 -4.236 -0.009 0.008 -0.028 0.00
H 2.325 1.726 -0.767 -0.103 0.014 0.031 0.00
H 3.665 2.280 -1.780 -0.002 -0.006 -0.007 0.00
H 3.709 0.650 -1.077 -0.027 -0.007 -0.022 0.00
H 2.831 1.491 0.986 -0.043 0.019 -0.020 0.00
H 4.086 0.286 1.346 -0.009 -0.014 0.016 0.00
H 4.181 1.916 2.043 -0.003 -0.020 0.007 0.00
H 2.922 -0.072 4.840 -0.001 0.010 -0.017 0.00
H 4.009 1.283 4.480 -0.022 -0.004 0.014 0.00
H 4.296 -0.320 3.766 0.010 0.012 -0.026 0.00
```
Positions in Å, forces in eV/Å.

## Properties
total charge = +1
max |F| = 1.648 eV Å⁻¹
multiplicity = 2
E_HOMO (alpha / beta) = -8.9682 / -9.9782 eV
gap between HOMO and LUMO (alpha / beta) = 0.2094 / 0.2433 Ha
energy relative to the best compared isomer or geometry (same formula, charge and spin) = 2.109 eV

The following is a quantum chemistry calculation of a molecular structure, FNO2S2Yb, from OMol25.

XYZ file:
```
7
Properties=species:S:1:pos:R:3:forces:R:3:lowdin_spin:R:1
Yb 0.400 -2.179 -0.519 0.126 -0.190 -0.240 0.02
N 0.282 0.194 -0.562 4.019 1.916 0.062 0.23
S -1.146 0.224 0.464 -4.413 -0.222 -1.419 0.07
O -2.196 0.770 -0.458 2.511 -1.215 2.232 0.11
O -1.245 -1.356 0.491 -0.178 1.254 0.411 0.01
S 1.420 1.295 -0.383 -0.299 -1.367 0.692 0.48
F 2.484 1.051 0.966 -1.766 -0.175 -1.738 0.08
```
Positions in Å, forces in eV/Å.

## Properties
total charge = +1
max |F| = 4.641 eV Å⁻¹
multiplicity = 2
E_HOMO (alpha / beta) = -13.6068 / -13.7649 eV
gap between HOMO and LUMO (alpha / beta) = 0.2898 / 0.2444 Ha
energy relative to the best compared isomer or geometry (same formula, charge and spin) = 0.168 eV

The following is a quantum chemistry calculation of a molecular structure, C12H30F10Li3N5O28P2S10, from OMol25.

XYZ file:
```
100
Properties=species:S:1:pos:R:3:forces:R:3:lowdin_charge:R:1
Li -2.809 -1.844 -0.292 -0.071 0.714 0.284 0.57
Li 1.775 -4.555 0.351 1.354 -0.267 0.368 0.65
Li -0.493 -4.063 -0.971 -0.437 -0.061 -0.391 0.60
N 0.696 -2.958 0.155 -1.073 2.792 2.334 -0.42
S -0.155 -2.472 1.553 -1.404 -3.763 0.082 0.53
O -1.504 -2.085 1.289 0.608 0.606 -0.803 -0.32
O 0.598 -1.914 2.587 0.657 1.343 0.279 -0.18
F -0.330 -3.982 2.013 -0.049 -0.066 -0.132 -0.16
S 1.370 -1.518 -0.183 1.703 0.878 -3.667 0.47
O 2.706 -1.355 0.242 0.088 -0.261 0.634 -0.22
O 0.489 -0.397 -0.164 -0.511 -0.301 0.891 -0.25
F 1.508 -1.798 -1.744 0.170 -0.283 0.188 -0.17
N 0.640 -5.687 -0.922 1.161 -1.821 -2.510 -0.43
S 1.533 -6.178 -2.294 1.425 3.537 -1.101 0.53
O 0.879 -7.057 -3.188 -0.329 -0.347 0.354 -0.22
O 2.923 -6.268 -2.039 -0.125 -0.687 0.458 -0.23
F 1.436 -4.740 -2.960 -0.410 -0.087 -0.074 -0.18
S 0.225 -7.158 -0.462 -2.580 -0.855 4.698 0.46
O 1.326 -7.928 0.012 0.268 -0.063 -0.724 -0.24
O -0.886 -7.771 -1.085 0.153 -0.119 -0.971 -0.23
F -0.466 -6.639 0.906 0.414 0.087 -0.245 -0.20
N 5.524 -3.996 2.190 -1.909 2.290 -0.587 -0.27
S 4.555 -2.773 2.711 0.666 -0.588 3.216 0.48
O 3.179 -3.138 2.774 -0.354 0.012 -0.504 -0.29
O 4.952 -1.458 2.364 -0.032 0.304 -0.589 -0.26
F 4.992 -2.860 4.246 0.124 -0.206 -0.129 -0.20
S 5.183 -3.892 0.640 2.835 -3.347 -1.764 0.47
O 5.802 -2.861 -0.114 -0.434 0.676 0.082 -0.26
O 3.899 -4.377 0.221 -1.213 0.385 0.159 -0.35
F 6.111 -5.163 0.258 -0.332 0.289 0.069 -0.21
N -2.171 -3.105 -1.712 -1.733 -1.857 -1.717 -0.38
S -1.921 -2.387 -3.096 3.160 3.086 -2.012 0.41
O -3.027 -1.671 -3.633 -0.675 -0.275 0.167 -0.25
O -1.068 -3.064 -4.012 -0.217 -0.590 0.144 -0.24
F -0.933 -1.279 -2.540 -0.409 0.112 0.250 -0.18
S -3.317 -4.253 -2.299 -0.653 -2.627 3.538 0.54
O -3.002 -5.009 -3.456 0.321 0.917 -0.541 -0.22
O -4.660 -3.925 -1.985 0.184 0.845 -0.473 -0.23
F -2.929 -5.265 -1.134 0.161 -0.004 -0.223 -0.19
N -4.388 -2.341 0.854 -0.171 -0.765 3.910 -0.31
S -5.097 -1.264 1.833 -2.387 3.364 -2.647 0.46
O -4.327 -0.471 2.727 0.580 -0.346 0.267 -0.26
O -6.421 -1.639 2.206 0.157 -0.442 0.638 -0.26
F -5.408 -0.195 0.656 0.254 -0.226 0.037 -0.21
S -4.126 -3.439 2.129 1.807 -3.536 -1.921 0.51
O -5.198 -4.290 2.514 -0.707 0.794 -0.027 -0.25
O -3.195 -3.033 3.121 -0.264 0.551 0.276 -0.25
F -3.286 -4.456 1.217 0.131 0.557 0.047 -0.21
C 6.946 7.175 1.995 0.564 -0.019 0.762 -0.08
C 6.367 5.816 1.666 0.683 0.579 0.177 -0.29
O 4.976 5.995 1.396 -0.311 -0.548 -0.435 -0.18
P 3.984 4.967 2.113 0.300 0.243 -0.051 0.35
O 3.838 5.259 3.536 -0.119 -0.317 0.246 -0.22
O 4.571 3.534 1.801 0.227 -0.472 0.434 -0.16
C 4.511 2.983 0.478 -0.394 1.208 -1.457 -0.25
C 3.265 2.183 0.211 -0.169 -0.949 0.536 -0.06
O 2.684 5.095 1.229 0.036 0.194 -0.031 -0.19
C 1.414 4.777 1.894 0.479 0.102 -1.233 -0.23
C 0.324 5.015 0.881 -0.559 1.222 0.239 -0.07
H 6.851 7.885 1.178 -0.093 0.044 0.043 0.07
H 6.517 7.562 2.923 -0.537 0.117 -0.305 0.08
H 7.997 7.092 2.294 0.122 -0.185 -0.519 0.07
H 6.870 5.385 0.798 -0.228 -0.020 -0.144 0.12
H 6.568 5.148 2.505 -0.378 -0.103 0.024 0.12
H 4.540 3.828 -0.227 -0.104 0.033 0.051 0.11
H 5.412 2.438 0.201 0.079 -0.334 0.895 0.12
H 3.407 1.593 -0.696 -0.062 0.048 -0.037 0.09
H 3.099 1.461 1.016 0.179 -0.102 -0.065 0.09
H 2.331 2.736 0.128 0.238 0.387 -0.139 0.06
H 1.424 3.707 2.099 0.076 0.112 0.696 0.11
H 1.399 5.446 2.747 -0.474 -0.402 0.352 0.11
H -0.649 4.965 1.377 -0.003 -0.692 -0.083 0.08
H 0.302 6.052 0.529 0.508 -0.037 -0.076 0.08
H 0.392 4.370 0.010 -0.121 -0.229 0.153 0.08
C -6.787 2.312 -1.420 -0.230 -0.136 -0.158 -0.06
C -5.445 1.922 -1.982 0.253 -0.547 -0.105 -0.27
O -4.449 2.039 -0.957 -0.296 0.274 0.047 -0.17
P -3.003 1.416 -1.141 -0.293 0.859 0.395 0.37
O -2.987 -0.042 -1.088 0.056 -0.975 0.030 -0.25
O -2.430 2.082 -2.444 0.258 -0.290 -0.093 -0.16
C -2.574 1.411 -3.733 -0.408 -0.022 0.742 -0.24
C -2.413 2.493 -4.749 0.901 0.182 -1.319 -0.07
O -2.215 2.178 -0.033 0.357 0.058 -0.037 -0.14
C -2.570 1.988 1.348 0.224 0.228 0.963 -0.24
C -1.476 1.316 2.158 -0.077 -0.483 -1.104 -0.04
H -7.050 1.717 -0.546 0.350 0.277 0.281 0.08
H -6.766 3.386 -1.239 -0.260 -0.067 0.399 0.08
H -7.603 2.094 -2.114 0.243 0.151 -0.341 0.08
H -5.428 0.889 -2.344 -0.186 0.016 -0.046 0.12
H -5.156 2.593 -2.796 -0.061 -0.061 -0.082 0.12
H -1.827 0.625 -3.802 0.135 0.172 -0.102 0.10
H -3.537 0.900 -3.737 -0.066 0.124 -0.270 0.10
H -1.355 2.764 -4.814 -0.032 0.204 0.319 0.08
H -2.614 2.170 -5.775 -0.331 -0.324 0.184 0.08
H -2.976 3.410 -4.591 -0.213 -0.175 0.380 0.08
H -2.703 2.974 1.801 -0.163 0.174 -0.459 0.11
H -3.518 1.460 1.458 0.068 -0.118 -0.197 0.09
H -1.304 0.291 1.827 -0.439 -0.109 0.273 0.05
H -0.498 1.765 1.971 -0.152 0.518 0.457 0.07
H -1.842 1.354 3.182 0.520 -0.156 0.195 0.09
```
Positions in Å, forces in eV/Å.

## Properties
total charge = -2
max |F| = 5.428 eV Å⁻¹
E_HOMO = -5.7039 eV
gap between HOMO and LUMO = 0.3355 Ha
energy relative to the best compared isomer or geometry (same formula, charge and spin) = 0.000 eV

The following is a quantum chemistry calculation of a molecular structure, C2H6NO4S, from OMol25.

XYZ file:
```
14
Properties=species:S:1:pos:R:3:forces:R:3:nbo_charge:R:1
C -0.060 -0.052 2.622 -1.781 1.588 -2.296 -0.69
C -0.211 1.268 1.811 -0.186 -0.565 2.548 -0.01
N -0.086 1.480 0.596 0.829 -1.030 -3.563 -0.12
O -0.316 -1.926 -2.202 0.387 -0.505 -3.154 -0.97
O 0.542 -1.023 -4.573 -0.493 -0.121 1.545 -0.97
O 0.512 0.395 -2.539 -0.062 -0.318 -1.395 -1.01
O 0.230 0.347 -0.141 -0.093 0.240 -0.145 -0.70
S -0.271 -0.607 -3.411 0.481 0.024 0.898 1.67
H 0.805 -0.492 2.271 2.105 -1.005 -0.648 0.23
H 0.063 0.216 3.635 -0.393 -0.170 1.272 0.20
H -0.844 -0.785 2.322 0.179 0.667 0.778 0.22
H -0.415 -1.539 -1.357 -0.055 1.135 1.637 0.48
H -0.351 2.231 2.275 -0.337 -0.031 0.965 0.16
H 0.403 0.486 -1.306 -0.581 0.092 1.556 0.51
```
Positions in Å, forces in eV/Å.

## Properties
total charge = -1
max |F| = 3.800 eV Å⁻¹
E_HOMO = -5.0744 eV
gap between HOMO and LUMO = 0.3212 Ha
energy relative to the best compared isomer or geometry (same formula, charge and spin) = 1.396 eV

The following is a quantum chemistry calculation of C5H11NS in the gas phase, from OMol25.

XYZ file:
```
18
Properties=species:S:1:pos:R:3:forces:R:3:nbo_charge:R:1
C -0.957 -0.400 1.495 -0.662 -0.869 -0.600 -0.42
N 0.349 -0.004 0.926 0.303 0.916 1.290 -0.50
C 0.227 1.308 0.295 -0.521 3.781 1.560 -0.23
C -0.449 1.176 -1.027 -0.301 4.371 -0.122 -0.65
S 0.564 0.311 -2.021 2.416 -0.310 -5.141 0.28
C 0.512 -1.177 -1.154 -0.574 -0.795 -0.795 -0.60
C 1.188 -1.012 0.116 -0.455 1.181 3.235 -0.22
H -0.759 -1.557 1.657 -1.357 2.319 0.170 0.21
H -1.875 -0.175 0.723 1.942 -1.059 1.675 0.15
H -1.302 0.232 2.456 1.317 -1.642 -1.904 0.21
H 1.224 2.009 0.317 -2.164 -2.161 -0.423 0.22
H -0.603 2.101 0.727 2.057 -2.252 0.689 0.20
H -0.537 2.226 -1.507 0.197 -1.472 0.670 0.24
H -1.473 0.883 -0.920 -0.600 -0.727 -0.060 0.22
H -0.566 -1.265 -1.175 -0.358 -0.986 1.174 0.23
H 0.880 -2.039 -1.639 0.592 -0.695 -1.304 0.23
H 1.326 -1.970 0.640 -0.681 0.253 0.402 0.20
H 2.252 -0.648 0.090 -1.151 0.147 -0.515 0.22
```
Positions in Å, forces in eV/Å.

## Properties
max |F| = 5.689 eV Å⁻¹
E_HOMO = -7.7989 eV
gap between HOMO and LUMO = 0.3193 Ha
energy relative to the best compared isomer or geometry (same formula, charge and spin) = 2.871 eV